--- P ---
The following is a DFT calculation (the ωB97M-V functional and the def2-TZVPD basis) of a molecular structure, C7H10N2.

The geometry in XYZ format:
```
19
Properties=species:S:1:pos:R:3:nbo_charge:R:1
C 2.55 0.09 -0.13 -0.239
C -0.64 -1.05 0.61 -0.052
C -0.71 0.23 1.40 -0.451
C -0.36 1.49 0.51 -0.180
C -0.28 1.29 -0.82 -0.224
C -0.19 -0.28 -1.24 -0.108
C -1.48 -1.00 -0.66 -0.404
H 2.27 0.78 -1.11 0.183
H 3.46 0.03 0.42 0.199
H -0.73 -1.99 1.22 0.202
H -1.61 0.39 1.99 0.226
H 0.22 -0.02 2.14 0.223
H -0.40 2.51 0.87 0.212
H -0.35 2.06 -1.55 0.210
H 0.16 -0.30 -2.33 0.222
H -1.78 -2.00 -1.00 0.223
H -2.42 -0.35 -0.63 0.211
N 1.75 -0.87 0.37 -0.205
N 0.54 -1.00 -0.09 -0.249
```

Values from the calculation:
LUMO = 0.0370 Eh
Frontier orbital gap = 8.984 eV

--- Q ---
The following is a DFT calculation (the ωB97M-V functional and the def2-TZVPD basis) of a single C7H10N2 molecule.

The geometry in XYZ format:
```
19
Properties=species:S:1:pos:R:3:nbo_charge:R:1
C -0.78 2.18 -0.61 -0.614
C -0.18 1.37 0.52 -0.113
C -0.62 -0.09 0.27 -0.426
C 0.61 -0.71 -0.29 -0.145
C 1.67 0.40 -0.19 0.088
N 1.23 1.43 0.31 -0.392
C 0.72 -1.95 -1.20 -0.306
C 0.97 -2.15 0.08 0.225
N 1.44 -2.85 1.16 -0.815
H -1.07 1.52 -1.45 0.206
H 0.07 2.92 -0.77 0.229
H -1.62 2.86 -0.36 0.211
H -0.57 1.84 1.43 0.207
H -1.51 -0.15 -0.52 0.209
H -1.02 -0.59 1.23 0.214
H 2.65 0.44 -0.44 0.189
H 0.56 -2.41 -2.20 0.234
H 1.55 -3.83 1.05 0.395
H 1.85 -2.37 1.94 0.404
```

Values from the calculation:
LUMO = 0.0314 Eh
SMILES = C[C@H]1C[C@]2(C=N1)C=C2N
Frontier orbital gap = 9.098 eV

--- R ---
The following is a DFT calculation (the ωB97M-V functional and the def2-TZVPD basis) of a molecular structure, C7H10N2.

The geometry in XYZ format:
```
19
Properties=species:S:1:pos:R:3:nbo_charge:R:1
C 1.73 -1.30 1.77 -0.631
C 0.91 -0.45 0.80 0.096
C -0.33 1.25 -0.33 0.095
C -0.47 2.71 -0.90 -0.675
C -0.92 0.01 -0.75 0.041
C -0.90 -2.00 -0.81 -0.213
C -0.13 -0.87 0.00 -0.128
H 2.82 -1.32 1.53 0.220
H 1.51 -0.91 2.74 0.219
H 1.50 -2.36 1.68 0.232
H 0.90 1.73 1.26 0.402
H 0.85 2.87 -0.69 0.231
H -1.29 3.43 -0.42 0.235
H -0.70 2.70 -2.19 0.236
H -2.69 -0.76 -1.10 0.353
H -1.60 -2.34 -0.09 0.207
H -0.23 -2.48 -1.37 0.209
N 0.81 0.93 0.50 -0.544
N -1.76 -0.84 -1.62 -0.584
```

Values from the calculation:
LUMO = 0.0330 Eh
Frontier orbital gap = 8.446 eV

Quick look at relative energies in eV: P 0.935; Q 0.000; R 2.452.

--- P ---
The following is a DFT calculation (the ωB97M-V functional and the def2-TZVPD basis) of 2 unconnected molecules or ions with the total composition C2H5N3S2.

The geometry in XYZ format:
```
12
Properties=species:S:1:pos:R:3:nbo_charge:R:1
C -0.48 0.31 1.43 -0.143
C -0.07 -0.93 -1.19 0.266
H 2.08 2.67 0.50 0.132
H 0.06 -0.59 2.52 0.256
H -1.53 0.55 -1.40 0.398
H 0.12 -0.51 -2.17 0.151
H 1.34 -2.15 -0.96 0.356
N -0.09 1.47 0.72 -0.568
N -1.45 -0.49 -1.07 -0.737
N 0.47 -1.91 -0.59 -0.650
S 1.35 2.12 1.59 0.102
S -1.79 -0.53 0.62 0.437
```

Values from the calculation:
LUMO = -0.0130 Eh
Frontier orbital gap = 8.249 eV

--- Q ---
The following is a DFT calculation (the ωB97M-V functional and the def2-TZVPD basis) of a single C2H5N3S2 molecule.

The geometry in XYZ format:
```
12
Properties=species:S:1:pos:R:3:nbo_charge:R:1
C 0.60 -0.54 0.15 -0.096
C -0.66 0.10 0.05 0.034
N 1.59 0.30 0.13 -0.159
N -1.96 -0.29 -0.01 -0.525
N 2.87 -0.01 0.23 -0.576
S -2.74 -1.68 0.23 -0.039
S -3.00 1.39 0.14 0.064
H 0.74 -1.73 0.15 0.191
H -0.50 1.23 -0.20 0.233
H 3.22 -0.99 0.04 0.357
H 3.55 0.69 0.09 0.385
H -3.73 1.53 -1.00 0.132
```

Values from the calculation:
LUMO (alpha / beta) = -0.0214 / -0.0215 Eh
Frontier orbital gap (alpha / beta) = 6.924 / 6.915 eV

Quick look at relative energies in eV: P 0.767; Q 0.000.

--- P ---
The following is a DFT calculation (the ωB97M-V functional and the def2-TZVPD basis) of a single CH5N3O2 molecule.

The geometry in XYZ format:
```
11
Properties=species:S:1:pos:R:3:nbo_charge:R:1
N -0.88 0.73 -0.95 -0.848
C -0.22 -0.38 -0.28 0.197
N -0.61 -0.49 1.08 -0.845
N 1.32 -0.16 -0.44 0.515
O 2.05 -1.10 -0.26 -0.352
O 1.65 1.02 -0.41 -0.394
H -1.76 0.96 -0.44 0.372
H -0.14 1.51 -0.75 0.390
H -0.46 -1.32 -0.86 0.197
H -0.79 0.36 1.63 0.381
H -0.16 -1.13 1.69 0.387
```

Values from the calculation:
LUMO = 0.0033 Eh
SMILES = NC(N)[N+](=O)[O-]
Frontier orbital gap = 10.352 eV

--- Q ---
The following is a DFT calculation (the ωB97M-V functional and the def2-TZVPD basis) of a molecular structure, CH5N3O2.

The geometry in XYZ format:
```
11
Properties=species:S:1:pos:R:3:nbo_charge:R:1
C -0.71 0.73 1.17 -0.474
N 0.36 0.09 0.48 -0.061
N 0.70 -1.10 0.54 -0.262
O 0.40 -1.05 -1.75 -0.853
N 0.76 0.69 -1.33 0.402
O 1.91 0.83 -1.38 -0.206
H -0.54 -1.10 -1.93 0.432
H 0.03 -1.83 0.24 0.358
H -0.97 0.17 2.08 0.217
H -0.37 1.74 1.40 0.227
H -1.56 0.82 0.49 0.219
```

Values from the calculation:
LUMO (alpha / beta) = -0.0347 / -0.0331 Eh
Frontier orbital gap (alpha / beta) = 7.517 / 8.016 eV

--- R ---
The following is a DFT calculation (the ωB97M-V functional and the def2-TZVPD basis) of a single CH5N3O2 molecule.

The geometry in XYZ format:
```
11
Properties=species:S:1:pos:R:3:nbo_charge:R:1
C 1.87 -0.05 -0.03 -0.415
N 0.52 -0.55 0.01 -0.430
N -0.44 0.34 -0.10 -0.059
N -1.68 -0.11 0.00 0.437
O -2.40 -1.16 0.18 -0.469
O -2.43 1.12 0.25 -0.581
H 2.42 -0.81 0.55 0.214
H 2.36 -0.08 -1.03 0.191
H 1.71 1.03 0.34 0.227
H 0.27 -1.60 0.14 0.404
H -2.20 1.87 -0.31 0.481
```

Values from the calculation:
LUMO = 0.0287 Eh
SMILES = CN/N=[N+](\[O-])O
Frontier orbital gap = 9.032 eV

Quick look at relative energies in eV: P 0.000; Q 4.635; R 2.868.

--- P ---
The following is a DFT calculation (the ωB97M-V functional and the def2-TZVPD basis) of 2 unconnected molecules or ions with the total composition C4H12N4O.

The geometry in XYZ format:
```
21
Properties=species:S:1:pos:R:3:nbo_charge:R:1
C -0.23 0.19 -1.93 -0.686
C 0.05 0.68 -0.53 0.419
N 2.11 -0.64 -0.52 -0.832
C 1.24 0.29 0.18 -0.355
O -0.32 1.98 -0.28 -0.699
H -1.14 2.19 -0.76 0.477
H 2.68 -0.18 -1.21 0.355
H 2.72 -1.13 0.12 0.365
H 1.74 1.17 0.62 0.201
H -0.10 -0.88 -1.97 0.265
H 0.46 0.67 -2.64 0.216
H -1.25 0.43 -2.23 0.206
N -0.09 -1.69 1.56 -0.538
N -1.65 0.42 1.80 -0.845
C -1.54 -0.31 0.62 0.105
N -0.96 -1.52 0.58 -0.219
H 0.86 -0.40 1.10 0.275
H 0.40 -2.57 1.35 0.336
H -1.62 1.42 1.70 0.380
H -0.98 0.10 2.50 0.396
H -2.38 -0.20 -0.07 0.180
```

Values from the calculation:
LUMO (alpha / beta) = 0.0246 / 0.0246 Eh
Frontier orbital gap (alpha / beta) = 8.274 / 8.274 eV

--- Q ---
The following is a DFT calculation (the ωB97M-V functional and the def2-TZVPD basis) of 2 unconnected molecules or ions with the total composition C4H12N4O.

The geometry in XYZ format:
```
21
Properties=species:S:1:pos:R:3:nbo_charge:R:1
H -1.65 2.40 0.47 0.338
N -0.81 1.90 0.77 -0.754
C -0.27 1.27 -0.23 0.479
C -0.74 1.50 -1.65 -0.700
N 1.11 0.82 -0.02 -0.504
N 1.97 0.30 -1.01 -0.644
H -0.91 2.57 -1.80 0.241
H -0.08 1.12 -2.42 0.220
H -1.70 0.99 -1.76 0.225
H 1.48 1.13 0.88 0.405
H 2.48 -0.48 -0.58 0.373
H 1.41 -0.18 -1.71 0.353
C 0.11 -1.47 2.06 -0.720
C 0.23 -1.51 0.55 0.712
N -0.99 -1.19 -0.13 -0.880
O 1.09 -2.18 -0.03 -0.642
H 1.09 -1.26 2.48 0.234
H -0.60 -0.69 2.37 0.231
H -0.27 -2.42 2.42 0.242
H -1.85 -1.03 0.38 0.399
H -1.08 -1.60 -1.05 0.394
```

Values from the calculation:
LUMO = 0.0282 Eh
SMILES = [H]/N=C(\C)NN.CC(N)=O
Frontier orbital gap = 8.662 eV

Quick look at relative energies in eV: P 1.613; Q 0.000.

--- P ---
The following is a DFT calculation (the ωB97M-V functional and the def2-TZVPD basis) of a molecular structure, I2O6V3.

The geometry in XYZ format:
```
11
Properties=species:S:1:pos:R:3:lowdin_charge:R:1
O 0.29 0.89 -1.10 -0.492
V -0.43 -0.43 -0.80 -0.344
O 0.26 -1.28 0.36 -0.486
O -0.29 4.97 -0.93 -0.389
V 0.73 3.66 -1.02 1.071
O -0.12 2.31 -0.87 -0.387
O 1.26 -2.32 3.60 -0.276
V 0.82 -3.52 2.60 1.251
O 0.58 -2.85 1.15 -0.275
I -0.61 -1.83 -2.57 0.608
I -2.49 0.39 -0.41 0.720
```

Values from the calculation:
LUMO = -0.2491 Eh
Total charge = +1
Frontier orbital gap = 4.825 eV

--- Q ---
The following is a DFT calculation (the ωB97M-V functional and the def2-TZVPD basis) of a molecular structure, I2O6V3.

The geometry in XYZ format:
```
11
Properties=species:S:1:pos:R:3:lowdin_charge:R:1
O -0.69 0.10 0.24 -0.553
V -0.95 1.08 -1.04 0.246
O 0.23 0.87 -2.11 -0.548
O 4.27 -1.86 -2.22 -0.205
V 3.18 -0.78 -1.97 1.290
O 1.79 -1.12 -2.72 -0.182
O -0.76 -0.61 2.93 -0.177
V -1.17 -0.13 4.34 1.297
O -2.71 -0.34 4.77 -0.212
I -2.42 -0.92 -2.49 0.097
I -0.76 3.70 0.27 -0.053
```

Values from the calculation:
LUMO = -0.2887 Eh
Total charge = +1
Frontier orbital gap = 2.556 eV

Quick look at relative energies in eV: P 3.318; Q 0.000.

--- P ---
The following is a DFT calculation (the ωB97M-V functional and the def2-TZVPD basis) of a single C3H5IS molecule.

The geometry in XYZ format:
```
10
Properties=species:S:1:pos:R:3:nbo_charge:R:1
C 1.34 0.55 0.47 -0.642
C -0.03 0.29 0.24 -0.161
C -0.46 -0.88 -0.14 -0.248
S -2.41 -1.17 -0.23 -0.068
I -2.81 0.04 -2.28 0.043
H 1.96 -0.29 0.09 0.218
H 1.63 1.56 0.08 0.227
H 1.44 0.62 1.52 0.228
H -0.69 1.06 0.39 0.209
H 0.02 -1.77 -0.14 0.193
```

Values from the calculation:
LUMO = -0.0212 Eh
SMILES = C/C=C/SI
Frontier orbital gap = 8.004 eV

--- Q ---
The following is a DFT calculation (the ωB97M-V functional and the def2-TZVPD basis) of 2 unconnected molecules or ions with the total composition C3H5IS.

The geometry in XYZ format:
```
10
Properties=species:S:1:pos:R:3:nbo_charge:R:1
C -1.42 1.46 1.51 -0.235
C -1.39 0.51 2.33 -0.201
H -1.73 2.16 0.85 0.217
H -1.47 -0.24 2.99 0.218
S 0.59 -1.89 -0.50 -0.084
C 0.69 -0.27 -1.58 -0.650
I 2.10 1.19 -0.95 0.110
H 1.93 -2.47 -0.68 0.150
H -0.35 0.12 -1.41 0.244
H 1.05 -0.58 -2.56 0.231
```

Values from the calculation:
LUMO = 0.0093 Eh
SMILES = C#C.SCI
Frontier orbital gap = 9.461 eV

Quick look at relative energies in eV: P 0.000; Q 2.075.

--- P ---
The following is a DFT calculation (the ωB97M-V functional and the def2-TZVPD basis) of a single C14H19N3O4 molecule.

The geometry in XYZ format:
```
40
Properties=species:S:1:pos:R:3:nbo_charge:R:1
N 2.41 -2.23 0.83 -0.858
C 3.32 -1.69 -0.05 0.679
O 4.00 -2.36 -0.80 -0.617
C 3.36 -0.17 -0.05 -0.505
C 2.13 0.43 -0.72 -0.408
C 1.50 1.62 0.04 -0.154
N 0.24 1.29 0.68 -0.597
C 0.08 0.41 1.66 0.688
O 0.98 -0.23 2.21 -0.684
C -1.38 0.27 2.16 -0.119
N -2.14 1.53 1.91 -0.851
C -2.09 -0.98 1.56 -0.421
C -2.09 -1.01 0.04 -0.064
C -1.20 -1.85 -0.64 -0.155
C -1.20 -1.93 -2.03 -0.239
C -2.06 -1.14 -2.77 -0.207
C -2.98 -0.28 -2.12 -0.214
C -3.00 -0.26 -0.74 -0.202
C 1.35 2.85 -0.87 0.794
O 2.23 3.39 -1.50 -0.579
O 0.06 3.31 -0.95 -0.694
H 2.33 -3.25 0.82 0.401
H 1.98 -1.62 1.49 0.430
H 4.27 0.24 -0.51 0.234
H 3.46 0.22 0.98 0.221
H 2.48 0.73 -1.73 0.236
H 1.37 -0.34 -0.93 0.235
H 2.20 1.89 0.86 0.239
H -0.55 1.73 0.31 0.442
H -1.29 0.15 3.24 0.202
H -3.11 1.39 2.22 0.366
H -1.74 2.25 2.52 0.365
H -3.12 -1.03 1.98 0.219
H -1.59 -1.87 1.96 0.234
H -0.55 -2.53 -0.06 0.210
H -0.52 -2.58 -2.58 0.222
H -2.08 -1.13 -3.86 0.214
H -3.63 0.30 -2.77 0.218
H -3.67 0.43 -0.22 0.212
H 0.22 4.04 -1.61 0.507
```

Values from the calculation:
LUMO = 0.0162 Eh
SMILES = NC(=O)CC[C@H](NC(=O)[C@@H](N)Cc1ccccc1)C(=O)O
Frontier orbital gap = 9.788 eV

--- Q ---
The following is a DFT calculation (the ωB97M-V functional and the def2-TZVPD basis) of a single C14H19N3O4 molecule.

The geometry in XYZ format:
```
40
Properties=species:S:1:pos:R:3:nbo_charge:R:1
C -3.92 -2.27 -1.00 -0.623
C -3.79 -1.88 0.47 -0.218
C -4.00 -3.11 1.36 -0.597
C -2.41 -1.27 0.78 -0.386
C -2.14 0.03 0.01 -0.150
N -3.15 1.03 0.30 -0.645
C -3.90 1.55 -0.72 0.786
N -4.59 2.68 -0.38 -0.840
O -3.97 1.05 -1.82 -0.669
C -0.78 0.58 0.45 0.692
O -0.69 1.48 1.26 -0.626
N 0.26 -0.06 -0.14 -0.594
C 1.63 0.12 0.05 0.146
C 2.15 1.05 0.95 -0.250
C 3.52 1.21 1.11 -0.235
C 4.35 0.42 0.35 0.202
C 3.84 -0.51 -0.55 0.309
C 2.49 -0.68 -0.73 -0.307
O 4.87 -1.16 -1.17 -0.489
C 6.05 -0.61 -0.63 0.237
O 5.72 0.37 0.32 -0.477
H -4.85 -2.80 -1.16 0.210
H -3.10 -2.92 -1.30 0.191
H -3.93 -1.38 -1.63 0.238
H -4.55 -1.14 0.71 0.205
H -4.99 -3.53 1.20 0.209
H -3.92 -2.84 2.42 0.205
H -3.26 -3.87 1.15 0.198
H -1.63 -2.00 0.54 0.199
H -2.35 -1.06 1.85 0.210
H -2.17 -0.15 -1.07 0.244
H -2.92 1.62 1.09 0.411
H -4.68 2.97 0.58 0.387
H -5.30 2.99 -1.02 0.405
H 0.02 -0.77 -0.83 0.400
H 1.47 1.65 1.52 0.257
H 3.92 1.93 1.81 0.230
H 2.11 -1.40 -1.43 0.218
H 6.65 -0.15 -1.44 0.158
H 6.65 -1.40 -0.16 0.158
```

Values from the calculation:
LUMO = 0.0254 Eh
SMILES = CC(C)C[C@@H](NC(N)=O)C(=O)Nc1ccc2c(c1)OCO2
Frontier orbital gap = 8.612 eV

Quick look at relative energies in eV: P 0.000; Q 0.378.

--- P ---
The following is a DFT calculation (the ωB97M-V functional and the def2-TZVPD basis) of a single C4H7ClN2S molecule.

The geometry in XYZ format:
```
15
Properties=species:S:1:pos:R:3:nbo_charge:R:1
H 0.27 -1.55 1.10 0.337
N -0.52 -1.02 1.39 -0.674
C -0.58 0.09 0.71 0.456
C -1.61 1.11 1.07 -0.682
N 0.29 0.42 -0.38 -0.621
S 0.44 1.99 -0.97 0.222
C 1.13 -0.54 -0.97 -0.035
C 0.79 -1.81 -1.21 -0.273
Cl 1.93 -2.91 -1.86 0.016
H -2.26 0.65 1.83 0.249
H -1.09 2.00 1.47 0.233
H -2.18 1.49 0.23 0.230
H 1.47 2.42 -0.15 0.097
H 2.08 -0.10 -1.27 0.215
H -0.17 -2.24 -0.99 0.231
```

Values from the calculation:
LUMO = 0.0195 Eh
SMILES = [H]/N=C(/C)N(S)/C=C/Cl
Frontier orbital gap = 9.295 eV

--- Q ---
The following is a DFT calculation (the ωB97M-V functional and the def2-TZVPD basis) of a single C4H7ClN2S molecule.

The geometry in XYZ format:
```
15
Properties=species:S:1:pos:R:3:nbo_charge:R:1
C 0.80 2.04 0.91 -0.509
N 0.17 1.88 -0.45 -0.407
C -0.48 0.82 -0.90 0.069
C -1.06 -0.33 -0.08 -0.170
Cl -2.78 -0.37 -0.09 0.022
C -0.36 -1.10 0.63 -0.014
N 1.08 -1.01 0.70 -0.754
S 2.46 -0.78 -0.50 0.163
H 0.11 1.76 1.77 0.205
H 1.27 3.23 1.10 0.218
H 1.63 1.19 1.26 0.231
H -0.47 0.97 -1.94 0.216
H -0.77 -2.04 1.19 0.228
H 1.39 -1.63 1.37 0.377
H 2.56 0.56 -0.42 0.125
```

Values from the calculation:
LUMO = 0.0077 Eh
SMILES = C/N=C\C(Cl)=C/NS
Frontier orbital gap = 9.059 eV

Quick look at relative energies in eV: P 0.000; Q 2.881.